Entry from the Open Molecules 2025 dataset: C19H25Cl5FGeNO7P2SiW as an isolated structure at a distorted geometry (the ωB97M-V functional and the def2-TZVPD basis).

Atoms and positions in Å:
W1 0.14 -0.60 0.16
C1 4.07 -0.65 -0.05
Si1 3.11 0.44 -1.15
C2 2.85 -0.31 -2.76
C3 3.95 2.14 -1.30
N1 1.51 0.70 -0.29
C4 1.33 2.11 -0.21
C5 0.76 2.84 -1.26
C6 0.41 4.17 -1.12
C7 0.71 4.76 0.10
C8 1.37 4.04 1.13
C9 1.64 2.72 0.97
F1 2.34 2.05 1.91
H1 3.55 -1.63 0.02
H2 4.08 -0.22 0.98
H3 5.14 -0.81 -0.26
H4 2.39 -1.33 -2.79
H5 3.74 -0.34 -3.31
H6 2.19 0.28 -3.36
H7 4.98 1.98 -1.57
H8 4.09 2.70 -0.38
H9 3.46 2.78 -2.04
H10 0.53 2.32 -2.21
H11 -0.16 4.68 -1.90
H12 0.52 5.83 0.28
H13 1.71 4.42 2.05
O1 -2.83 -3.69 -0.31
P1 -1.57 -3.17 -1.06
O2 -1.74 -3.17 -2.52
O3 -1.33 -1.91 -0.21
O4 -0.34 -4.12 -0.73
P2 1.26 -3.70 -0.74
O5 1.62 -3.71 -2.28
O6 2.06 -4.53 0.13
O7 1.29 -2.16 -0.50
H14 -3.27 -4.25 -0.95
H15 1.01 -4.31 -2.79
Cl1 -1.77 2.02 1.99
C10 -2.01 1.91 0.30
C11 -1.35 0.89 -0.42
C12 -1.70 0.77 -1.77
Cl2 -0.83 -0.32 -2.71
C13 -2.70 1.49 -2.38
Cl3 -3.23 1.15 -4.01
C14 -3.27 2.53 -1.68
Cl4 -4.53 3.46 -2.44
C15 -2.80 2.83 -0.39
Cl5 -3.18 4.34 0.44
C16 -3.40 -1.14 1.83
Ge1 -1.68 -1.80 2.64
C17 -1.70 -1.13 4.50
C18 -1.60 -3.77 2.57
C19 0.03 -0.88 1.98
H16 -3.87 -0.34 2.45
H17 -4.13 -1.92 1.81
H18 -3.46 -0.79 0.77
H19 -2.64 -0.72 4.91
H20 -1.03 -0.25 4.45
H21 -1.34 -1.86 5.18
H22 -1.05 -4.17 3.40
H23 -0.98 -4.02 1.71
H24 -2.60 -4.12 2.26
H25 0.26 -0.48 2.92

The HOMO energy is -9.22 eV. As for the total charge: 0. The energy comes out at -186065.44118 eV. Its HOMO-LUMO gap is 7.52 eV. The calculation puts the energy above the lowest of the compared OMol25 structures with the same formula, charge and spin at 13.2 kcal/mol. As for the multiplicity: 1.